No. 1
{"formula": "C10H46AsF6N20O13", "method": "wB97M-V/def2-TZVPD", "total_charge": -1, "gap_ev": 9.10, "species": ["As", "F", "F", "F", "F", "F", "F", "C", "O", "N", "N", "H", "H", "H", "H", "C", "O", "N", "N", "H", "H", "H", "H", "C", "O", "N", "N", "H", "H", "H", "H", "C", "O", "N", "N", "H", "H", "H", "H", "C", "O", "N", "N", "H", "H", "H", "H", "C", "O", "N", "N", "H", "H", "H", "H", "C", "O", "N", "N", "H", "H", "H", "H", "C", "O", "N", "N", "H", "H", "H", "H", "C", "O", "N", "N", "H", "H", "H", "H", "C", "O", "N", "N", "H", "H", "H", "H", "O", "H", "H", "O", "H", "H", "O", "H", "H"], "xyz": [[-0.298398, -0.799903, -0.019881], [1.055402, -0.555473, 1.104639], [-1.537978, -0.837933, 1.271619], [-1.634578, -1.095463, -1.191151], [0.988602, -0.860543, -1.319441], [-0.073648, -2.579523, 0.157789], [-0.454968, 0.963287, -0.032761], [-0.837188, 1.543757, 6.542169], [0.210482, 1.858797, 7.056359], [-1.637678, 2.278827, 5.830789], [-1.413888, 0.459437, 6.889109], [-2.288078, 1.759247, 5.258859], [-1.457678, 3.268247, 5.924349], [-2.361998, 0.323377, 6.568669], [-1.224728, 0.197717, 7.846089], [-6.527398, 3.736397, 0.648149], [-5.890778, 4.782577, 0.420869], [-7.810498, 3.555667, 0.658679], [-5.857788, 2.758307, 1.108709], [-8.222258, 2.633507, 0.645089], [-8.292018, 4.404097, 0.397149], [-4.931408, 2.688847, 0.712349], [-6.436988, 1.959187, 1.323279], [5.778342, 2.120737, -1.531271], [5.875282, 1.992237, -2.696801], [6.545162, 2.959727, -0.929201], [4.915002, 1.614707, -0.722061], [6.402912, 3.045017, 0.067089], [7.178442, 3.591337, -1.398361], [4.127182, 1.163917, -1.165041], [4.818312, 1.811067, 0.263939], [-7.905298, -3.674183, -4.186501], [-8.051528, -4.391573, -5.133401], [-8.782888, -3.004183, -3.568471], [-6.765818, -3.398873, -3.676301], [-8.535348, -2.266733, -2.924281], [-9.762358, -3.129593, -3.780661], [-6.037558, -3.724693, -4.295631], [-6.633818, -2.877973, -2.821121], [-1.160298, -3.499193, -6.285991], [-2.280798, -3.147353, -6.444111], [-0.407838, -3.998913, -7.240441], [-0.473408, -3.434193, -5.197801], [0.600662, -3.986713, -7.293931], [-1.025738, -4.149373, -8.025081], [-0.893658, -3.195493, -4.310951], [0.528492, -3.488853, -5.313181], [-1.919348, 2.761317, -5.430751], [-1.573868, 3.938487, -5.327581], [-1.329228, 1.747487, -4.921621], [-3.001998, 2.379477, -6.033481], [-1.702208, 0.815087, -5.029401], [-0.777998, 2.045287, -4.129441], [-3.612138, 3.008017, -6.536241], [-3.082488, 1.372977, -6.057481], [5.512672, -0.814043, 6.790399], [5.976642, -0.152293, 7.718229], [4.293542, -0.868703, 6.378189], [6.204982, -1.636933, 6.130829], [4.032652, -1.471003, 5.610559], [3.590242, -0.303353, 6.831909], [7.179572, -1.601803, 6.393609], [5.811872, -2.226653, 5.411249], [1.618932, 6.676657, -1.225251], [1.290952, 7.094237, -0.126261], [1.570432, 5.465417, -1.626931], [1.882132, 7.523697, -2.193001], [1.213332, 4.732277, -1.031051], [1.946382, 5.401307, -2.562161], [2.262052, 7.041917, -2.995281], [1.665222, 8.506277, -2.105961], [4.160002, -5.238513, -1.564131], [4.917542, -6.040403, -2.016751], [3.567102, -5.435483, -0.377701], [3.767892, -4.042133, -2.096031], [3.805262, -6.272603, 0.134759], [2.771992, -4.908613, -0.045571], [4.146012, -3.871913, -3.016981], [3.011482, -3.463463, -1.759731], [4.858762, 4.469657, 4.354939], [5.478842, 4.386997, 3.339139], [3.751662, 3.806877, 4.645979], [5.370422, 5.052057, 5.355459], [3.284702, 3.782187, 5.541209], [3.338192, 3.250567, 3.911359], [5.092552, 5.020887, 6.325979], [6.285902, 5.478617, 5.349499], [-1.045118, -4.593613, 3.248919], [-1.972518, -4.821383, 3.314309], [-0.980968, -4.076813, 2.445779], [-4.656778, -5.267583, -0.035051], [-4.813388, -5.813113, -0.805831], [-3.834418, -4.815633, -0.223981], [-0.372088, -7.604463, 0.019799], [0.161252, -7.238663, 0.725469], [-0.264608, -8.551863, 0.104139]], "forces_ev_per_a": [[0.591, -0.543, 0.325], [-1.020, -0.344, -0.338], [1.125, -0.105, -0.824], [1.525, 0.528, 0.767], [-1.774, 0.312, 0.906], [-0.344, 1.205, -0.125], [-0.068, -1.233, -0.745], [2.123, 1.778, 1.788], [1.695, 1.257, 0.139], [-0.916, 2.802, -2.458], [-2.493, -6.211, 1.709], [-0.206, 1.273, -0.168], [-0.410, -0.133, -1.180], [0.172, -0.231, 0.516], [0.135, -0.531, -0.399], [2.912, 5.029, -0.299], [-1.710, 0.046, -0.860], [-3.889, 1.018, -0.611], [2.410, -5.073, 1.443], [-0.148, 0.581, -0.150], [-0.647, -0.556, -0.022], [0.037, -0.470, 0.524], [1.055, -0.581, -0.013], [0.784, 1.536, -0.271], [-0.515, -1.663, -5.014], [3.583, 3.467, 3.627], [-4.445, -3.349, 2.009], [0.527, 0.624, -0.199], [-0.272, -0.502, 0.032], [0.114, -0.210, 0.311], [0.151, 0.131, -0.433], [0.469, -1.103, -1.738], [-0.808, -1.752, -2.026], [-6.791, 3.114, 2.833], [6.085, -0.032, 0.863], [-0.281, -0.323, -0.281], [0.249, 0.094, 0.035], [0.705, 0.294, 0.813], [0.411, -0.312, -0.506], [0.749, 0.423, -0.006], [-3.636, 0.513, -0.331], [0.288, -1.480, -3.993], [2.096, 0.653, 4.581], [-0.533, -0.153, -0.098], [1.033, -0.026, -0.699], [0.313, 0.265, -0.239], [-0.325, -0.114, 0.874], [-0.458, 4.681, -0.584], [0.301, -0.144, 0.181], [3.734, -2.886, 2.769], [-3.611, -1.128, -2.419], [0.446, 0.240, 0.640], [0.367, -0.979, 0.014], [0.328, -0.337, 0.076], [-1.074, 0.493, -0.645], [0.046, 2.455, 3.480], [-0.345, 0.536, 0.081], [-5.449, 1.140, -0.480], [5.211, -3.844, -2.785], [-0.238, 0.449, 0.343], [0.034, -0.181, -0.264], [-0.025, -0.627, -0.596], [0.717, 0.125, 0.213], [-2.052, 3.461, 3.601], [-0.129, -0.198, 1.214], [0.556, -4.137, -1.321], [1.483, 1.470, -2.652], [0.429, -0.024, -0.440], [-0.580, -1.667, 0.324], [-0.149, 1.531, -0.552], [0.419, -0.464, -0.155], [-1.828, 1.363, 1.006], [1.689, -0.871, -1.460], [-0.884, -0.783, 2.301], [0.782, 0.196, -1.597], [-0.102, 0.194, -0.298], [0.297, 0.007, -0.162], [-0.284, 0.247, 0.197], [0.244, -0.240, 0.052], [-0.418, -2.458, -0.994], [0.733, -0.113, -3.631], [-3.046, -1.661, -0.507], [3.356, 4.366, 6.569], [0.287, 0.204, -0.262], [0.070, 0.188, 0.189], [-0.806, -0.393, -0.445], [-0.195, -0.246, -0.984], [0.172, -0.221, 0.225], [-0.218, -0.055, 0.001], [0.101, 0.335, -0.314], [-0.236, 0.043, 0.198], [-0.037, -0.162, -0.182], [0.286, 0.157, -0.016], [-0.128, 0.062, -0.182], [0.087, 0.196, 0.208], [0.007, -0.232, -0.017]]}


No. 2
{"formula": "C10H46N20O13", "method": "wB97M-V/def2-TZVPD", "gap_ev": 8.23, "species": ["C", "O", "N", "N", "H", "H", "H", "H", "C", "O", "N", "N", "H", "H", "H", "H", "C", "O", "N", "N", "H", "H", "H", "H", "C", "O", "N", "N", "H", "H", "H", "H", "C", "O", "N", "N", "H", "H", "H", "H", "C", "O", "N", "N", "H", "H", "H", "H", "C", "O", "N", "N", "H", "H", "H", "H", "C", "O", "N", "N", "H", "H", "H", "H", "C", "O", "N", "N", "H", "H", "H", "H", "C", "O", "N", "N", "H", "H", "H", "H", "O", "H", "H", "O", "H", "H", "O", "H", "H"], "xyz": [[-5.508113, -0.532341, 17.317764], [-4.597350, -1.346067, 17.553790], [-5.341048, 0.757514, 17.167835], [-6.767711, -0.927392, 17.092002], [-6.155821, 1.324826, 17.000618], [-4.429721, 1.119507, 17.381079], [-6.779951, -1.901606, 16.828160], [-7.352370, -0.247502, 16.608382], [-0.313272, 4.302700, 17.292295], [-1.219658, 4.500273, 18.062191], [-0.588812, 4.044163, 15.986280], [0.951667, 4.565883, 17.694232], [-1.386229, 3.385547, 16.011069], [0.140861, 3.596383, 15.429649], [1.742781, 4.826074, 17.150444], [0.869404, 4.885900, 18.642070], [-9.862440, 5.642410, 19.295339], [-10.845193, 5.084441, 19.677567], [-9.828626, 6.948172, 18.877026], [-8.660830, 5.036322, 19.340800], [-9.396397, 6.982318, 17.952327], [-10.789125, 7.160722, 18.757374], [-8.616644, 4.069430, 19.593996], [-7.809176, 5.493088, 19.034571], [-4.504017, 4.923708, 13.642894], [-5.386276, 5.304900, 14.376641], [-3.182634, 5.155866, 13.944474], [-4.829004, 4.185381, 12.573059], [-2.576949, 4.504631, 13.446908], [-3.094504, 5.017555, 14.951295], [-5.784341, 4.375706, 12.336818], [-4.106620, 4.025937, 11.879225], [-7.950467, 7.794937, 15.288057], [-7.733032, 7.211226, 16.370473], [-7.505888, 7.256455, 14.184939], [-8.711075, 8.879787, 15.343206], [-7.499871, 7.821154, 13.359361], [-6.632492, 6.751178, 14.384698], [-9.065866, 9.274909, 14.509239], [-9.181543, 8.944889, 16.215761], [-7.967410, 2.793413, 15.197106], [-7.803662, 1.581851, 15.251765], [-7.729688, 3.565881, 16.264728], [-8.328747, 3.348463, 14.082132], [-7.078951, 3.038574, 16.861628], [-7.366006, 4.479110, 16.090613], [-8.646632, 2.667023, 13.422410], [-8.499319, 4.327467, 14.033859], [-7.344664, 5.284287, 22.886581], [-6.772651, 5.285891, 23.985532], [-8.164639, 4.279679, 22.596886], [-6.853858, 6.138399, 22.042510], [-8.902906, 4.431654, 21.925345], [-8.385218, 3.820947, 23.480877], [-7.391344, 6.486134, 21.260237], [-6.095327, 6.678408, 22.424098], [-3.713662, 8.941549, 16.466022], [-3.814738, 8.643139, 17.621539], [-4.844438, 9.023802, 15.754078], [-2.512685, 9.211771, 15.979866], [-5.610194, 8.844209, 16.382179], [-4.871642, 9.280004, 14.798651], [-1.876309, 8.690169, 16.559563], [-2.303598, 9.502115, 15.063662], [-2.791062, 1.362130, 15.097441], [-2.908646, 2.491724, 15.465015], [-3.070464, 1.207439, 13.720676], [-2.330294, 0.373263, 15.864384], [-3.385607, 0.321878, 13.411937], [-3.511607, 2.069313, 13.456049], [-2.587488, -0.593361, 15.684561], [-2.357090, 0.714169, 16.836515], [-4.865635, 5.048610, 18.637095], [-4.818186, 4.263537, 19.528917], [-4.750572, 4.619495, 17.357846], [-5.288883, 6.242173, 18.947256], [-3.921704, 4.042016, 17.299344], [-4.646474, 5.297125, 16.616790], [-5.070827, 7.067486, 18.410063], [-5.335019, 6.283133, 19.971008], [-1.695226, 7.305233, 19.635812], [-1.695679, 6.434354, 19.194906], [-2.379800, 7.803762, 19.150025], [-2.161377, 4.931263, 21.823430], [-2.708065, 4.460583, 21.170982], [-1.889234, 5.731020, 21.359180], [-2.653017, 2.023609, 18.692333], [-2.250548, 2.905043, 18.611423], [-3.185741, 2.068767, 19.481162]], "forces_ev_per_a": [[1.336, -2.399, -0.089], [-0.312, 0.719, -0.062], [0.753, 2.105, 0.091], [-1.403, -0.663, -0.219], [0.456, 0.180, -0.088], [-0.108, 0.621, 0.221], [-0.550, 0.169, 0.000], [-0.091, -0.635, -0.072], [1.373, 1.607, -1.232], [-1.908, -0.342, 1.727], [-0.091, -1.842, -0.901], [-0.305, -0.376, 0.897], [-0.108, 0.595, -0.555], [0.042, 0.368, 0.373], [0.143, -0.059, -0.471], [0.747, 0.254, 0.249], [1.625, -0.591, 0.358], [-2.188, -0.795, 0.735], [0.295, 0.491, -1.159], [1.400, 0.132, -0.168], [0.475, 0.326, 0.241], [-1.053, 0.775, -0.015], [-0.021, -0.185, -0.052], [-0.204, -0.143, 0.001], [0.673, -0.205, 0.868], [-1.157, 1.043, 1.094], [0.088, -0.730, -0.236], [0.808, -0.169, -0.974], [0.160, 0.309, 0.396], [0.487, 0.251, -0.296], [-0.203, -0.495, -0.665], [-0.650, 0.046, -0.178], [-0.592, -1.422, 4.233], [0.304, 0.104, -0.140], [1.643, -0.571, -2.273], [-0.058, 0.872, -0.734], [0.054, 0.132, -0.450], [-0.410, -0.286, -0.524], [-0.594, 0.549, -0.434], [-0.472, 0.502, 0.335], [1.136, -1.730, 1.406], [-0.079, -1.325, 0.332], [1.015, -0.131, 1.741], [-0.826, 1.072, -2.319], [-0.623, 0.839, -0.003], [0.079, 0.797, -0.055], [-0.231, 0.346, -0.570], [-0.334, 0.391, -0.345], [2.649, -1.100, 3.968], [-0.546, -0.391, 0.772], [-1.789, -0.872, -0.357], [0.034, 2.509, -3.728], [-0.109, -0.222, 0.055], [-0.313, 0.010, -0.672], [0.243, -0.053, -0.006], [-0.272, 0.199, -0.010], [-1.090, 0.686, -0.923], [-0.116, -1.423, 3.403], [-0.010, 0.044, -0.002], [1.192, -0.268, 0.230], [-0.713, 0.123, -0.713], [-0.427, 0.123, -0.527], [0.896, 0.484, -0.398], [0.248, -0.011, -0.935], [-0.361, -1.600, -3.306], [0.007, 3.410, 2.052], [1.115, -0.257, 1.806], [-0.096, -0.161, 0.845], [-0.522, -0.529, -0.614], [-0.600, -0.384, -0.565], [0.062, 0.355, 0.261], [0.183, -0.858, -0.241], [-0.838, -0.741, -0.728], [1.153, -3.288, 2.700], [1.325, 0.017, -1.985], [-0.932, 3.341, 0.781], [-0.177, -0.785, -0.008], [-0.542, 0.513, 0.021], [0.050, 0.184, 0.023], [-0.014, 0.540, -0.692], [-0.346, -0.333, -0.594], [0.091, 0.308, 0.131], [0.215, -0.136, 0.254], [-0.146, -0.261, -0.432], [0.074, 0.235, 0.347], [-0.050, 0.147, 0.025], [0.419, -0.007, -0.683], [-0.040, -0.091, 0.008], [-0.428, 0.044, 0.421]]}


No. 3
{"formula": "C10H5AuF8INO6S2", "method": "wB97M-V/def2-TZVPD", "multiplicity": 3, "s_squared": 2.011, "gap_ev": [8.95, 5.60], "species": ["Au", "F", "C", "F", "F", "S", "O", "O", "N", "S", "O", "O", "C", "F", "F", "F", "F", "C", "F", "H", "I", "C", "C", "C", "C", "C", "C", "C", "O", "O", "H", "H", "H", "H"], "xyz": [[2.649922, 0.382841, 0.681996], [-1.834884, 1.668944, -2.187695], [-0.997125, 0.738947, -2.657376], [-1.262018, 0.527720, -3.937348], [-1.204628, -0.396085, -1.981314], [0.736191, 1.328097, -2.431705], [0.918350, 1.370451, -0.992496], [0.800524, 2.554351, -3.151220], [1.521177, 0.174457, -3.155141], [2.588490, -0.789439, -2.570324], [3.422409, -1.330295, -3.583754], [3.264106, -0.284433, -1.371285], [1.629301, -2.219723, -1.914799], [2.458111, -3.173618, -1.507691], [0.807491, -2.707334, -2.832656], [0.899844, -1.818714, -0.857822], [4.067841, 2.346024, 2.042049], [3.309393, 1.295940, 2.393243], [4.057709, 0.434161, 3.094023], [2.442679, 1.616549, 2.978385], [-5.635041, 1.609723, 1.299064], [-3.789374, 0.687854, 1.523146], [-2.634807, 1.385120, 1.160325], [-1.406542, 0.778534, 1.301861], [-1.334729, -0.522283, 1.810801], [-2.494798, -1.216986, 2.171909], [-3.725509, -0.610369, 2.026548], [-0.006924, -1.149296, 1.958305], [-0.039184, -2.438106, 1.818815], [1.050964, -0.577150, 2.216750], [-2.705492, 2.387505, 0.763424], [-0.505301, 1.292797, 1.000178], [-2.419785, -2.213444, 2.584093], [-4.628361, -1.132741, 2.307710]], "forces_ev_per_a": [[0.385, 0.192, -0.310], [0.086, -0.075, 0.011], [-0.120, 0.004, 0.059], [0.017, 0.026, 0.005], [0.024, 0.081, -0.014], [-0.066, 0.067, -0.039], [-0.052, -0.058, 0.158], [0.032, -0.035, 0.019], [0.069, -0.055, -0.010], [-0.067, 0.011, -0.073], [0.003, 0.012, 0.018], [-0.059, -0.069, 0.124], [-0.046, -0.036, -0.011], [-0.006, 0.007, -0.015], [0.058, 0.022, 0.031], [0.006, -0.001, 0.023], [-0.043, -0.054, 0.026], [-0.084, -0.001, 0.030], [-0.005, 0.010, -0.017], [0.001, -0.003, -0.003], [-0.061, 0.014, -0.001], [0.165, -0.075, -0.012], [-0.291, -0.084, 0.057], [0.117, -0.299, 0.053], [-0.069, 0.173, -0.042], [0.346, 0.065, -0.061], [-0.090, 0.262, -0.076], [-0.224, 0.090, 0.241], [0.178, -0.030, -0.028], [-0.205, -0.152, -0.112], [0.002, 0.009, -0.011], [0.037, 0.012, -0.022], [-0.026, -0.037, -0.003], [-0.012, 0.005, 0.005]]}


For each record above, in turn, the calculated energy above the lowest of the compared OMol25 structures with the same formula, charge and spin values are 2.671, 0.000, 0.387 eV.
For each record above, in turn, the calculated energy values are -5317.19563, -2482.25404, -2918.79228 Ha.
For each record above, in turn, the calculated F_max values are 0.1667, 0.0952, 0.0103 Eh/bohr.